Version P
This record from OMol25 describes a molecular structure, C7H13N. The level of theory is the ωB97M-V functional and the def2-TZVPD basis.

Geometry as XYZ:
```
21
Properties=species:S:1:pos:R:3
N 1.579 1.083 0.082
C 0.101 -0.326 -1.836
C 0.460 -0.594 -0.412
C -1.206 0.289 0.666
C -1.701 1.586 0.124
C 0.879 -1.756 0.105
C 2.670 0.635 0.492
C -1.802 -0.594 1.442
H 0.198 0.731 -2.081
H -2.595 1.902 0.667
H -2.804 -0.408 1.819
H 1.061 -1.903 1.160
H -1.950 1.497 -0.936
H -0.914 -0.654 -2.072
H 3.498 1.302 0.773
H -1.316 -1.517 1.730
H 0.078 0.311 0.503
H 2.862 -0.459 0.588
H -0.932 2.355 0.214
H 0.792 -0.878 -2.476
H 1.042 -2.602 -0.551
```

Values from the calculation:
E_LUMO (alpha / beta): 0.57 / 0.57 eV
HOMO-LUMO gap (alpha / beta): 7.8623 / 7.8589 eV

***

Version Q
This record from OMol25 describes a molecular structure, C7H13N. The level of theory is the ωB97M-V functional and the def2-TZVPD basis.

Geometry as XYZ:
```
21
Properties=species:S:1:pos:R:3
N -2.623 0.041 -0.225
C 1.559 0.121 0.725
C 2.233 1.394 0.780
C 0.443 0.191 -0.154
C -0.354 -2.235 0.590
C -0.059 1.100 -0.996
C -0.378 -1.115 -0.241
C -1.691 -0.858 -0.818
H 0.631 -2.238 1.224
H 0.529 1.962 -1.363
H -1.805 -0.470 -1.941
H -1.295 -2.956 0.395
H -2.612 1.056 -1.308
H 1.255 -0.028 1.754
H 3.053 1.592 -0.120
H -0.819 0.872 -1.644
H -2.293 0.345 0.991
H 2.366 -0.793 0.617
H 1.281 2.132 0.840
H 2.804 1.704 1.830
H -2.224 -1.817 -0.936
```

Values from the calculation:
E_LUMO: 0.23 eV
HOMO-LUMO gap: 8.8830 eV

***

Going by the computed energies, the most stable comes first: version P, version Q.

***

Version P
This record from OMol25 describes C7H13N in the gas phase. The level of theory is the ωB97M-V functional and the def2-TZVPD basis.

Geometry as XYZ:
```
21
Properties=species:S:1:pos:R:3
N 1.196 0.414 -0.802
C 2.209 -1.586 0.205
C -2.487 -0.125 -0.788
C -1.160 -0.148 -0.086
C -1.111 0.666 1.177
C 1.051 -0.750 -0.238
C 1.321 1.738 -0.275
C -0.293 -1.210 -0.310
H 0.624 2.393 -0.809
H -1.909 0.332 1.848
H 1.257 1.851 0.813
H -1.296 1.722 0.971
H 2.339 2.066 -0.523
H -0.196 0.501 1.740
H -3.334 -0.037 -0.106
H -2.507 0.720 -1.478
H 3.162 -1.168 -0.118
H 2.131 -2.582 -0.233
H -0.553 -2.079 -0.902
H 2.204 -1.689 1.292
H -2.648 -1.028 -1.379
```

Values from the calculation:
E_LUMO: 0.28 eV
HOMO-LUMO gap: 7.1054 eV

***

Version Q
This record from OMol25 describes C7H13N in the gas phase. The level of theory is the ωB97M-V functional and the def2-TZVPD basis.

Geometry as XYZ:
```
21
Properties=species:S:1:pos:R:3
N -1.785 1.639 1.662
C -2.426 1.527 -0.670
C 3.069 -2.858 -0.246
C 0.535 -0.256 -0.602
C 1.436 -1.043 -0.039
C -0.021 0.982 0.027
C 1.934 -2.301 -0.655
C -1.522 0.964 0.412
H -1.767 -0.086 0.614
H 0.167 1.817 -0.662
H 0.123 -0.608 -1.544
H -2.047 2.536 -0.908
H -1.402 1.095 2.424
H 1.896 -0.903 0.938
H 1.281 -2.831 -1.340
H -3.404 1.750 -0.243
H -1.363 2.558 1.667
H 3.678 -2.402 0.524
H 0.569 1.273 0.899
H 3.380 -3.805 -0.670
H -2.329 0.949 -1.589
```

Values from the calculation:
E_LUMO: 1.12 eV
HOMO-LUMO gap: 9.7723 eV

***

Going by the computed energies, the most stable comes first: version Q, version P.

***

Version P
This record from OMol25 describes a gas-phase ion, C4H3ClNO (charge +1). The level of theory is the ωB97M-V functional and the def2-TZVPD basis.

Geometry as XYZ:
```
10
Properties=species:S:1:pos:R:3
Cl 3.078 0.405 0.001
O -2.050 0.532 0.397
N 0.308 -2.012 -0.080
C -1.005 0.067 0.138
C -0.762 -1.450 -0.045
C 1.518 0.271 -0.005
C 0.297 0.953 -0.042
H 0.207 1.740 0.724
H 0.133 1.455 -1.010
H -1.724 -1.962 -0.080
```

Values from the calculation:
E_LUMO (alpha / beta): -6.88 / -6.94 eV
HOMO-LUMO gap (alpha / beta): 7.5628 / 7.4124 eV
charge: +1

***

Version Q
This record from OMol25 describes a gas-phase ion, C4H3ClNO (charge +1). The level of theory is the ωB97M-V functional and the def2-TZVPD basis.

Geometry as XYZ:
```
10
Properties=species:S:1:pos:R:3
Cl -2.785 0.331 0.391
O 2.139 0.378 0.705
N -0.681 -1.440 -0.221
C 1.126 -0.019 0.246
C -1.287 0.121 -0.009
C 0.569 -1.400 -0.081
C -0.111 0.986 -0.124
H -0.061 1.852 0.428
H 0.003 1.456 -1.209
H 1.087 -2.266 -0.127
```

Values from the calculation:
E_LUMO: -7.49 eV
HOMO-LUMO gap: 7.9331 eV
charge: +1

***

Going by the computed energies, the most stable comes first: version Q, version P.